Computed, not measured: a single C9H14S2 molecule in a non-equilibrium geometry, with ωB97M-V with the def2-TZVPD basis set.

Geometry as ORCA input:
```
! RIJCOSX wB97M-V def2-TZVPD def2/J DEFGRID3
* xyz 0 1
S 0.026 1.210 -1.265
S 1.845 0.020 0.842
C 1.344 2.257 -0.590
C -0.903 -0.112 1.081
C 0.077 -1.424 -0.770
C 0.860 -2.101 -1.575
C -2.046 -0.861 0.280
C -1.230 -2.012 -0.342
C -1.259 1.266 1.606
C 0.240 -0.140 0.002
C 2.475 1.216 -0.352
H 1.580 3.102 -1.362
H -1.648 1.829 0.867
H -0.357 -0.794 1.833
H 0.396 -3.004 -1.824
H 3.320 1.626 -0.030
H -1.825 1.177 2.647
H 2.844 0.646 -1.228
H -0.948 -2.868 0.456
H -2.539 -0.196 -0.362
H 1.895 -1.735 -1.732
H -2.828 -1.099 0.888
H -1.936 -2.460 -1.126
H -0.171 1.662 1.825
H 0.788 2.795 0.231
*
```

## Properties
relative energy (zero: lowest compared OMol25 entry of this formula, charge and spin): 62.9 kcal per mole
highest occupied orbital energy: -0.3120 Ha
E_LUMO: 0.66 eV
F_max: 6.645 eV/A



Computed, not measured: a single C9H14Si molecule in a non-equilibrium geometry, with ωB97M-V with the def2-TZVPD basis set.

Geometry as ORCA input:
```
! RIJCOSX wB97M-V def2-TZVPD def2/J DEFGRID3
* xyz 0 1
Si -1.617 -1.456 -1.454
C 1.121 -1.439 1.704
C 0.559 -1.944 0.631
C 0.806 2.067 0.171
C -0.869 -0.186 1.048
C 1.295 0.708 0.582
C -0.377 -1.021 -0.127
C 0.814 0.171 -0.765
C 0.218 1.498 -1.136
C 0.558 -0.020 1.747
H 1.586 2.759 0.065
H 1.884 -1.865 2.336
H 1.508 -0.105 -1.663
H 0.017 2.399 0.867
H -1.875 -0.384 -2.410
H -1.330 0.828 0.886
H -2.981 -1.675 -1.020
H -1.248 -2.615 -2.042
H 1.030 -2.893 0.241
H 0.737 1.945 -1.972
H 0.513 0.507 2.641
H 2.326 0.668 0.698
H -0.964 1.503 -1.239
H -1.559 -0.641 1.851
*
```

## Properties
relative energy (zero: lowest compared OMol25 entry of this formula, charge and spin): 96.8 kcal per mole
highest occupied orbital energy: -0.3281 Ha
E_LUMO: 0.97 eV
F_max: 3.982 eV/A



Computed, not measured: C9H14Si as an isolated structure in a non-equilibrium geometry, with ωB97M-V with the def2-TZVPD basis set.

Geometry as ORCA input:
```
! RIJCOSX wB97M-V def2-TZVPD def2/J DEFGRID3
* xyz 0 1
Si -1.713 0.303 0.156
C -2.840 -0.077 -1.360
C 1.620 -2.466 -0.150
C 2.604 2.331 -0.497
C 0.039 0.839 0.041
C 2.274 -0.044 0.312
C 0.050 -0.465 0.306
C 1.318 -1.144 0.618
C 1.936 1.064 -0.192
C -2.654 0.719 1.685
H 3.645 2.152 -0.908
H 0.794 -3.162 0.235
H -3.585 1.364 1.400
H -2.196 0.352 -2.256
H -3.249 -1.107 -1.402
H -2.057 1.380 2.215
H 2.596 3.039 0.347
H 2.546 -2.963 0.214
H 1.387 -1.345 1.738
H -3.751 0.564 -1.487
H 3.276 -0.182 0.744
H 1.604 -2.343 -1.191
H -3.116 -0.116 2.317
H 2.120 2.928 -1.223
*
```

## Properties
relative energy (zero: lowest compared OMol25 entry of this formula, charge and spin): 115.3 kcal per mole
highest occupied orbital energy: -0.3056 Ha
E_LUMO: 0.85 eV
F_max: 5.868 eV/A



Computed, not measured: an isolated ion of composition C9H15BNO2 and charge +1 in a non-equilibrium geometry, with ωB97M-V with the def2-TZVPD basis set.

Geometry as ORCA input:
```
! RIJCOSX wB97M-V def2-TZVPD def2/J DEFGRID3
* xyz 1 1
O 4.321 0.904 0.378
O 2.338 -1.057 -0.255
N 0.012 -2.194 -0.252
C -0.302 -3.621 -0.313
C -0.763 -1.303 0.690
C 0.423 0.788 0.004
C -0.986 2.859 -0.151
C 0.275 2.075 -0.263
C -0.850 0.093 0.286
C -2.036 0.696 0.351
C 3.190 1.326 0.164
C -2.227 2.130 0.036
B 2.037 0.246 -0.119
H -2.799 2.188 -0.837
H 1.085 2.662 -0.527
H 0.290 -4.124 -1.033
H -1.103 3.544 -0.969
H 0.965 -1.761 -0.372
H -0.608 3.612 0.740
H 3.284 -1.141 -0.339
H -0.301 -1.934 -1.185
H -1.763 -1.697 0.810
H 3.149 2.409 0.235
H -2.937 0.156 0.623
H -0.378 -1.383 1.670
H -2.810 2.556 0.785
H -1.340 -3.773 -0.646
H -0.167 -4.255 0.489
*
```

## Properties
relative energy (zero: lowest compared OMol25 entry of this formula, charge and spin): 24.4 kcal per mole
highest occupied orbital energy: -0.4429 Ha
E_LUMO: -3.66 eV
F_max: 4.562 eV/A



Copy entry 1 word for word.
Computed, not measured: a single C9H14S2 molecule in a non-equilibrium geometry, with ωB97M-V with the def2-TZVPD basis set.

Geometry as ORCA input:
```
! RIJCOSX wB97M-V def2-TZVPD def2/J DEFGRID3
* xyz 0 1
S 0.026 1.210 -1.265
S 1.845 0.020 0.842
C 1.344 2.257 -0.590
C -0.903 -0.112 1.081
C 0.077 -1.424 -0.770
C 0.860 -2.101 -1.575
C -2.046 -0.861 0.280
C -1.230 -2.012 -0.342
C -1.259 1.266 1.606
C 0.240 -0.140 0.002
C 2.475 1.216 -0.352
H 1.580 3.102 -1.362
H -1.648 1.829 0.867
H -0.357 -0.794 1.833
H 0.396 -3.004 -1.824
H 3.320 1.626 -0.030
H -1.825 1.177 2.647
H 2.844 0.646 -1.228
H -0.948 -2.868 0.456
H -2.539 -0.196 -0.362
H 1.895 -1.735 -1.732
H -2.828 -1.099 0.888
H -1.936 -2.460 -1.126
H -0.171 1.662 1.825
H 0.788 2.795 0.231
*
```

## Properties
relative energy (zero: lowest compared OMol25 entry of this formula, charge and spin): 62.9 kcal per mole
highest occupied orbital energy: -0.3120 Ha
E_LUMO: 0.66 eV
F_max: 6.645 eV/A